# 1
DFT (ωB97M-V/def2-TZVPD) results for a 2-piece molecular cluster, C3H7O3 overall.

Its total charge is -1. The energy above the lowest of the compared OMol25 structures with the same formula, charge and spin is 18.3 kcal per mole.

```
13
C3H7O3 ωB97M-V/def2-TZVPD
C 2.371 -0.088 0.306
C 1.645 -0.575 -0.971
O 0.409 -0.847 -0.799
O 2.288 -0.650 -2.038
H 2.074 -0.671 1.172
H 2.089 0.954 0.461
H 3.443 -0.138 0.097
C -2.728 0.345 0.438
O -1.546 0.923 -0.106
H -1.025 0.152 -0.426
H -2.519 -0.652 0.837
H -2.981 0.922 1.334
H -3.521 0.324 -0.305
```

---

# 2
DFT (ωB97M-V/def2-TZVPD) results for an isolated ion of composition C3H11N2 and charge +1.

Its total charge is +1. As for the SMILES: CNC[NH2+]C. The energy above the lowest of the compared OMol25 structures with the same formula, charge and spin is 50.2 kcal per mole.

```
16
C3H11N2 ωB97M-V/def2-TZVPD
C -2.130 0.470 -0.248
N -1.350 -0.782 -0.052
C 0.007 -0.492 0.540
N 0.878 0.108 -0.566
C 2.222 0.019 -0.033
H -1.622 1.264 -0.831
H -3.002 0.119 -0.840
H -2.555 1.054 0.683
H -1.889 -1.451 0.639
H 0.332 -1.515 0.798
H 0.132 0.222 1.307
H 0.645 -0.314 -1.473
H 0.749 1.165 -0.629
H 2.775 1.002 -0.241
H 2.027 -0.014 1.050
H 2.781 -0.856 -0.105
```

---

# 3
DFT (ωB97M-V/def2-TZVPD) results for C39H44MnN3OPS2Te as an isolated structure.

The expectation value of S² is 8.991. Its total charge is 0. The energy above the lowest of the compared OMol25 structures with the same formula, charge and spin is 63.4 kcal per mole. The spin multiplicity is 6.

```
92
C39H44MnN3OPS2Te ωB97M-V/def2-TZVPD
Mn -3.443 -1.752 -0.126
C -2.034 -4.192 1.495
C -2.300 -4.538 0.059
C -1.925 -5.811 -0.444
C -2.082 -6.087 -1.737
C -2.707 -5.115 -2.618
C -3.042 -5.416 -3.925
C -3.662 -4.477 -4.691
C -3.965 -3.168 -4.291
C -3.773 -2.875 -2.914
S -4.209 -1.341 -2.245
C -3.067 -3.817 -2.072
N -2.832 -3.601 -0.760
H -1.250 -4.853 1.872
H -2.954 -4.383 2.135
H -1.777 -3.169 1.624
H -1.624 -6.501 0.330
H -1.632 -7.021 -2.191
H -2.804 -6.439 -4.289
H -3.941 -4.763 -5.703
H -4.369 -2.417 -4.963
C -0.346 1.172 5.423
P -0.537 0.112 3.926
C -2.018 -0.879 4.518
C 0.668 -1.232 4.321
C 1.522 -1.659 3.301
C 2.594 -2.525 3.641
C 2.812 -2.906 4.952
C 1.928 -2.539 5.969
C 0.832 -1.743 5.617
H -0.642 0.753 6.398
H -1.049 1.988 5.282
H 0.696 1.575 5.598
H -2.907 -0.267 4.342
H -1.883 -1.131 5.587
H -2.111 -1.794 3.911
H 1.440 -1.178 2.344
H 3.337 -2.826 2.929
H 3.714 -3.480 5.169
H 2.076 -2.792 7.025
H 0.153 -1.374 6.416
S -6.799 -3.010 2.766
C -5.624 -2.433 1.827
N -4.752 -1.947 1.139
C -3.416 1.153 1.634
C -2.263 0.529 0.857
O -1.394 1.361 0.418
N -2.262 -0.773 0.575
Te 0.839 2.462 0.078
C 2.932 3.227 -0.044
C 3.201 4.317 -0.875
C 2.152 5.149 -1.628
C 4.566 4.658 -1.022
C 5.638 3.953 -0.439
C 7.079 4.304 -0.738
C 5.279 2.795 0.234
C 3.961 2.464 0.546
C 3.643 1.243 1.439
C 0.265 2.257 -2.003
C -0.439 3.303 -2.643
C -1.206 4.309 -1.776
C -0.576 3.215 -4.050
C -0.113 2.102 -4.768
C -0.013 2.102 -6.325
C 0.305 0.948 -4.030
C 0.528 1.022 -2.659
C 0.901 -0.229 -1.888
H -3.095 1.428 2.625
H -4.369 0.541 1.651
H -3.583 2.087 1.083
H 1.192 5.161 -1.091
H 1.975 4.770 -2.652
H 2.535 6.165 -1.763
H 4.806 5.600 -1.521
H 7.455 3.728 -1.582
H 7.735 4.044 0.078
H 7.158 5.367 -1.004
H 6.005 2.093 0.668
H 4.597 0.790 1.813
H 3.058 0.388 0.920
H 2.961 1.473 2.300
H -1.768 3.745 -1.026
H -1.911 4.806 -2.485
H -0.642 5.100 -1.249
H -0.910 4.113 -4.611
H -0.750 2.806 -6.810
H -0.250 1.083 -6.666
H 1.026 2.309 -6.668
H 0.556 0.015 -4.543
H 0.942 -1.022 -2.655
H 0.096 -0.466 -1.217
H 1.859 -0.144 -1.435
```

---

# 4
DFT (ωB97M-V/def2-TZVPD) results for a single C15H14N2OS3 molecule.

Its total charge is 0. As for the SMILES: C=CCN1C(=O)/C(=C2\Sc3ccccc3N2CC)SC1=S. The energy above the lowest of the compared OMol25 structures with the same formula, charge and spin is 0.0 kcal per mole.

```
35
C15H14N2OS3 ωB97M-V/def2-TZVPD
C 4.886 1.453 0.192
C 4.942 1.049 1.445
C 3.961 0.137 2.122
N 2.942 -0.370 1.234
C 1.707 0.240 1.152
O 1.361 1.191 1.844
C 0.876 -0.395 0.177
C -0.402 0.080 0.009
S -0.900 1.425 1.008
C -2.491 1.367 0.263
C -3.579 2.176 0.537
C -4.757 1.958 -0.155
C -4.840 0.945 -1.102
C -3.756 0.133 -1.381
C -2.567 0.351 -0.695
N -1.376 -0.335 -0.835
C -1.224 -1.442 -1.754
C -1.643 -2.762 -1.113
S 1.738 -1.730 -0.575
C 3.160 -1.428 0.414
S 4.527 -2.317 0.345
H 5.630 2.110 -0.221
H 4.102 1.149 -0.482
H 5.742 1.373 2.096
H 4.495 -0.714 2.559
H 3.440 0.686 2.915
H -3.499 2.954 1.278
H -5.618 2.577 0.044
H -5.768 0.783 -1.630
H -3.845 -0.652 -2.115
H -0.182 -1.495 -2.072
H -1.836 -1.233 -2.634
H -1.544 -3.568 -1.834
H -1.007 -2.984 -0.260
H -2.676 -2.713 -0.776
```

---

# 5
DFT (ωB97M-V/def2-TZVPD) results for C32H39N6O3RuS as an isolated structure.

The expectation value of S² is 8.762. Its total charge is +2. The energy above the lowest of the compared OMol25 structures with the same formula, charge and spin is 24.2 kcal per mole. The spin multiplicity is 6.

```
82
C32H39N6O3RuS ωB97M-V/def2-TZVPD
Ru -0.214 1.534 0.007
C 1.460 -1.043 -0.624
C -0.872 -1.299 -1.296
C -2.196 -0.780 -0.800
C -3.343 -1.553 -0.840
C -4.539 -1.012 -0.397
C -4.548 0.283 0.099
C -3.363 0.992 0.104
N -2.212 0.482 -0.350
N 2.005 0.281 -0.313
C 2.746 0.872 -1.428
C 1.813 1.117 -2.588
C 2.190 0.865 -3.899
C 1.282 1.095 -4.921
C 0.014 1.553 -4.597
C -0.286 1.776 -3.266
N 0.596 1.576 -2.282
C 2.718 0.331 0.969
C 1.771 0.234 2.141
C 2.099 -0.460 3.291
C 1.216 -0.462 4.357
C 0.017 0.223 4.241
C -0.240 0.891 3.060
N 0.624 0.915 2.041
H 1.579 -1.261 -1.688
H 1.951 -1.824 -0.034
H -0.937 -2.370 -1.506
H -0.609 -0.775 -2.222
H -3.292 -2.569 -1.200
H -5.451 -1.591 -0.435
H -5.454 0.733 0.476
H -3.334 2.014 0.467
H 3.581 0.242 -1.752
H 3.154 1.833 -1.105
H 3.182 0.492 -4.115
H 1.555 0.906 -5.950
H -0.729 1.736 -5.360
H -1.268 2.123 -2.963
H 3.224 1.299 1.029
H 3.479 -0.452 1.047
H 3.035 -0.997 3.356
H 1.454 -1.000 5.264
H -0.698 0.243 5.049
H -1.162 1.447 2.926
C -1.235 4.503 -0.936
C -1.297 6.033 -0.634
N -0.274 6.358 0.344
C 1.041 5.975 -0.141
C 1.087 4.423 -0.305
N -0.255 3.880 -0.025
C -0.623 4.171 1.379
C -0.559 5.714 1.610
H -0.907 4.328 -1.962
H -2.210 4.029 -0.792
H -2.269 6.316 -0.232
H -1.120 6.611 -1.540
H 1.794 6.314 0.570
H 1.222 6.474 -1.093
H 1.795 3.970 0.395
H 1.369 4.146 -1.323
H 0.076 3.657 2.041
H -1.634 3.793 1.558
H 0.227 5.970 2.319
H -1.506 6.090 1.999
C 0.587 -9.161 0.144
C 0.376 -7.713 0.471
C 1.112 -7.101 1.487
C 0.937 -5.761 1.791
C -0.015 -5.053 1.082
C -0.753 -5.618 0.058
C -0.563 -6.959 -0.232
S -0.173 -3.237 1.261
O 0.615 -2.808 2.406
O -1.594 -2.925 1.271
O 0.085 -1.048 -0.274
H 0.319 -9.773 1.006
H 1.632 -9.365 -0.087
H -0.024 -9.463 -0.703
H 1.841 -7.684 2.036
H 1.506 -5.282 2.576
H -1.473 -5.024 -0.490
H -1.137 -7.420 -1.026
```

---

# 6
DFT (ωB97M-V/def2-TZVPD) results for a 4-piece molecular cluster, C2H10O4 overall.

Its total charge is 0. As for the SMILES: C=CO.O.O.O. The energy above the lowest of the compared OMol25 structures with the same formula, charge and spin is 37.7 kcal per mole.

```
16
C2H10O4 ωB97M-V/def2-TZVPD
C 1.353 1.956 -2.448
C 0.264 1.191 -2.386
O -0.227 1.159 -1.049
H 2.064 1.920 -3.294
H 1.480 2.600 -1.601
H 0.027 0.330 -3.029
H -0.365 0.287 -0.675
O 0.577 -1.506 0.424
H 1.498 -1.590 0.088
H 0.069 -2.291 0.198
O -2.615 -0.525 1.002
H -2.603 0.211 1.629
H -3.066 -0.323 0.178
O 1.086 -1.296 3.276
H 0.765 -1.816 2.524
H 0.393 -0.794 3.706
```

---

# 7
DFT (ωB97M-V/def2-TZVPD) results for C22H49GaNO4 as an isolated structure.

Its total charge is -1. The energy above the lowest of the compared OMol25 structures with the same formula, charge and spin is 0.0 kcal per mole.

```
77
C22H49GaNO4 ωB97M-V/def2-TZVPD
C -7.509 -2.791 1.825
C -6.799 -1.771 0.944
O -6.031 -2.456 -0.022
C -5.754 -1.692 -1.189
C -4.726 -0.599 -0.934
O -4.464 0.040 -2.148
C -3.785 1.309 -1.951
Ga -2.048 1.238 -0.835
C -1.074 -0.472 -1.382
C -2.568 1.341 1.140
C -1.449 1.444 2.188
C -0.503 0.239 2.181
C 0.666 0.371 3.166
C 1.790 1.294 2.675
C 3.172 0.900 3.194
C 3.782 -0.281 2.425
C 4.679 0.204 1.284
C 5.234 -0.915 0.392
C 5.451 -0.505 -1.079
C 4.999 -1.523 -2.134
C 3.562 -2.029 -2.010
O 3.528 -3.375 -2.457
C 2.275 -3.976 -2.218
C -0.876 2.797 -1.476
C 0.562 2.784 -0.960
O 0.674 3.555 0.247
C 1.639 3.248 -1.969
N 2.441 2.109 -2.460
H -8.381 -2.345 2.312
H -6.840 -3.181 2.596
H -7.839 -3.631 1.210
H -7.528 -1.111 0.449
H -6.155 -1.127 1.559
H -5.377 -2.398 -1.932
H -6.684 -1.244 -1.571
H -3.819 -1.048 -0.500
H -5.119 0.115 -0.189
H -4.518 2.009 -1.505
H -3.577 1.667 -2.966
H -1.783 -1.116 -1.919
H -0.658 -1.060 -0.555
H -0.262 -0.240 -2.086
H -3.204 0.483 1.409
H -3.216 2.229 1.235
H -1.875 1.514 3.206
H -0.863 2.358 2.035
H -1.080 -0.665 2.416
H -0.110 0.103 1.166
H 0.276 0.767 4.114
H 1.082 -0.620 3.392
H 1.802 1.301 1.579
H 1.582 2.328 2.959
H 3.845 1.763 3.106
H 3.108 0.671 4.265
H 2.985 -0.908 2.006
H 4.368 -0.911 3.105
H 5.516 0.761 1.725
H 4.121 0.934 0.682
H 4.591 -1.798 0.461
H 6.201 -1.227 0.804
H 4.974 0.464 -1.277
H 6.522 -0.341 -1.240
H 5.659 -2.398 -2.122
H 5.116 -1.065 -3.123
H 2.880 -1.420 -2.621
H 3.191 -1.980 -0.977
H 1.465 -3.441 -2.733
H 2.326 -4.998 -2.598
H 2.049 -4.004 -1.143
H -0.862 2.712 -2.572
H -1.310 3.785 -1.246
H 0.840 1.765 -0.652
H 0.308 4.426 0.040
H 2.264 4.005 -1.472
H 1.156 3.718 -2.832
H 3.354 2.432 -2.761
H 2.613 1.481 -1.679
```

---

# 8
DFT (ωB97M-V/def2-TZVPD) results for a single C4H4BrN3S molecule.

Its total charge is 0. As for the SMILES: Br[C@H]1Nn2ccnc2S1. The energy above the lowest of the compared OMol25 structures with the same formula, charge and spin is 30.1 kcal per mole.

```
13
C4H4BrN3S ωB97M-V/def2-TZVPD
Br -3.444 0.988 0.146
C -1.905 0.178 -0.844
N -0.609 1.008 -0.654
N 0.379 0.217 -0.052
C 1.613 0.372 0.418
C 2.016 -0.848 0.888
N 1.032 -1.782 0.756
C 0.118 -1.096 0.092
S -1.532 -1.541 -0.396
H -2.109 0.533 -1.777
H -0.775 1.734 -0.049
H 2.125 1.384 0.354
H 3.092 -1.148 1.118
```

---

# 9
DFT (ωB97M-V/def2-TZVPD) results for a 5-piece molecular cluster, C33H66Br2N2O16P4S overall.

Its total charge is 0. As for the SMILES: C/C(Br)=C(/Br)c1cccc2nsnc12.CCOP(=O)(OCC)OCC.CCOP(=O)(OCC)OCC.CCOP(=O)(OCC)OCC.CCOP(=O)(OCC)OCC.

```
124
C33H66Br2N2O16P4S ωB97M-V/def2-TZVPD
C -0.896 0.264 10.103
C -0.783 0.792 8.553
Br 1.099 1.168 7.880
C -1.923 1.011 7.612
Br -1.794 1.605 5.707
C -3.439 0.689 8.232
C -3.829 -0.912 8.343
C -5.277 -1.379 8.962
C -6.307 -0.161 9.421
C -5.843 1.437 9.291
N -6.605 2.683 9.685
S -5.636 4.130 9.339
N -4.120 3.455 8.695
C -4.383 1.942 8.707
H -0.607 -0.893 10.085
H -1.964 0.344 10.575
H -0.164 0.896 10.794
H -3.072 -1.749 7.981
H -5.544 -2.516 9.047
H -7.363 -0.429 9.852
C 1.756 7.226 0.019
C 1.395 6.784 1.423
O 0.664 5.565 1.419
P 1.448 4.097 1.386
O 2.354 4.489 2.578
O 0.340 3.263 2.312
C 0.757 2.684 3.547
C 0.541 3.649 4.704
O 0.435 3.659 0.054
C -0.326 4.514 -0.772
C 0.437 4.806 -2.049
H 2.455 6.519 -0.437
H 2.225 8.213 0.030
H 0.867 7.276 -0.617
H 2.296 6.724 2.039
H 0.748 7.540 1.879
H 1.800 2.356 3.483
H 0.157 1.782 3.713
H 0.859 4.668 4.471
H 1.086 3.311 5.593
H -0.521 3.710 4.955
H -0.660 5.428 -0.280
H -1.243 3.974 -1.032
H 1.473 5.081 -1.844
H -0.045 5.612 -2.610
H 0.472 3.913 -2.685
C -5.861 -8.549 8.656
C -5.624 -7.288 7.850
O -6.526 -7.187 6.757
P -8.040 -6.523 6.955
O -7.461 -5.263 7.642
O -8.149 -5.829 5.443
C -8.294 -4.415 5.333
C -6.938 -3.733 5.213
O -8.687 -7.932 6.187
C -8.053 -9.178 5.990
C -8.474 -10.145 7.078
H -6.838 -8.515 9.145
H -5.096 -8.667 9.429
H -5.837 -9.436 8.015
H -5.667 -6.414 8.505
H -4.615 -7.320 7.428
H -8.871 -4.023 6.176
H -8.882 -4.208 4.431
H -6.201 -4.129 5.916
H -7.034 -2.654 5.383
H -6.522 -3.887 4.214
H -6.969 -9.116 5.898
H -8.403 -9.565 5.027
H -8.411 -9.690 8.067
H -7.853 -11.045 7.055
H -9.521 -10.443 6.939
C 6.961 6.805 -5.983
C 6.398 5.670 -6.813
O 5.347 4.993 -6.135
P 3.780 5.549 -6.214
O 3.824 5.625 -7.760
O 3.041 4.055 -6.162
C 2.224 3.642 -7.255
C 3.037 2.864 -8.282
O 3.731 5.464 -4.487
C 4.822 5.381 -3.594
C 5.148 6.759 -3.054
H 6.211 7.588 -5.844
H 7.834 7.249 -6.470
H 7.266 6.453 -4.992
H 6.085 6.043 -7.792
H 7.187 4.933 -6.991
H 1.723 4.504 -7.706
H 1.434 2.995 -6.857
H 4.003 3.328 -8.497
H 2.480 2.771 -9.221
H 3.255 1.860 -7.911
H 5.701 4.888 -4.009
H 4.503 4.748 -2.759
H 5.194 7.502 -3.851
H 6.100 6.747 -2.516
H 4.364 7.093 -2.362
C 5.045 -5.948 -9.921
C 5.800 -4.687 -9.552
O 4.924 -3.581 -9.380
P 4.172 -3.304 -7.922
O 5.509 -3.401 -7.148
O 4.175 -1.639 -8.013
C 4.868 -0.887 -7.019
C 6.303 -0.609 -7.446
O 2.677 -3.196 -8.786
C 2.400 -3.649 -10.094
C 1.733 -5.009 -10.035
H 4.404 -6.267 -9.095
H 5.737 -6.763 -10.152
H 4.408 -5.783 -10.795
H 6.418 -4.866 -8.669
H 6.481 -4.428 -10.369
H 4.825 -1.399 -6.053
H 4.340 0.065 -6.891
H 6.795 -1.485 -7.875
H 6.897 -0.262 -6.592
H 6.327 0.165 -8.218
H 3.264 -3.649 -10.758
H 1.696 -2.936 -10.536
H 2.258 -5.685 -9.360
H 1.685 -5.458 -11.032
H 0.710 -4.915 -9.649
```

---

# 10
DFT (ωB97M-V/def2-TZVPD) results for CH2Cl3Hg as an isolated structure.

Its total charge is +1. The energy above the lowest of the compared OMol25 structures with the same formula, charge and spin is 0.0 kcal per mole.

```
7
CH2Cl3Hg ωB97M-V/def2-TZVPD
Hg 0.788 2.515 1.246
Cl 2.197 0.608 1.576
C -0.579 -0.754 -0.478
Cl -0.182 -0.694 -2.192
Cl -1.133 0.824 0.129
H -1.415 -1.423 -0.304
H 0.325 -1.077 0.023
```

---

# 11
DFT (ωB97M-V/def2-TZVPD) results for C4H7Cl3Si as an isolated structure.

Its total charge is 0. The energy above the lowest of the compared OMol25 structures with the same formula, charge and spin is 133.1 kcal per mole.

```
15
C4H7Cl3Si ωB97M-V/def2-TZVPD
C 0.655 1.441 0.057
C 1.799 0.862 -0.068
C 3.100 0.539 -0.132
C -2.034 -0.155 0.029
Si -0.743 -1.595 0.041
Cl -2.148 -3.075 0.005
Cl -3.790 -0.522 0.304
Cl -2.268 0.809 -1.374
H 0.556 2.455 0.297
H -0.268 0.924 -0.230
H 3.748 0.059 0.700
H 3.645 0.571 -1.075
H -1.896 0.492 0.928
H -0.638 -1.343 1.491
H 0.282 -1.461 -0.973
```

---

| no. | E_tot (Eh) | largest force on an atom (eV/A) |
| --- | --- | --- |
| 1 | -344.28098 | 1.37 |
| 2 | -230.10230 | 4.37 |
| 3 | -4308.67736 | 5.20 |
| 4 | -1959.32712 | 0.92 |
| 5 | -2289.54374 | 1.88 |
| 6 | -383.09540 | 3.49 |
| 7 | -3148.09612 | 0.27 |
| 8 | -3291.21307 | 4.24 |
| 9 | -9521.33612 | 9.55 |
| 10 | -1572.96254 | 1.79 |
| 11 | -1826.58184 | 3.67 |